1.
Density functional theory data (the ωB97M-V functional and the def2-TZVPD basis) for a 3-piece molecular cluster, C2H3O3S overall in a non-equilibrium geometry.

Structure (XYZ):
```
9
Properties=species:S:1:pos:R:3:forces:R:3
C 2.342 -0.344 1.193 -2.0 1.4 -1.0
C 1.517 0.212 0.480 1.6 -1.4 0.6
O -3.503 -0.675 -0.613 0.8 0.9 1.6
O -2.711 0.461 1.543 -0.4 -0.8 -1.6
O 0.681 0.681 -2.256 1.1 2.0 0.2
S -2.461 -0.060 0.205 -0.3 -0.1 0.0
H 2.921 -0.676 1.990 0.7 -0.5 0.7
H 0.196 -0.082 -2.072 -1.4 -2.1 0.1
H 1.018 0.483 -0.470 -0.2 0.6 -0.6
```
Positions in Å, forces in eV/Å.

Computed properties:
Largest force on an atom in eV/A: 2.64
Charge: -1
Relative energy (zero: lowest compared OMol25 entry of this formula, charge and spin) in kJ/mol: 469.8


2.
Density functional theory data (the ωB97M-V functional and the def2-TZVPD basis) for an isolated ion of composition C2H3O3S2 and charge -1 in a non-equilibrium geometry.

Structure (XYZ):
```
10
Properties=species:S:1:pos:R:3:forces:R:3
O -1.588 -1.207 -1.376 -1.9 0.5 -1.5
C -0.621 -1.397 -0.680 1.7 -0.6 2.5
O 0.056 -2.406 -0.395 -0.3 0.1 -0.5
C -0.092 -0.132 0.108 -0.4 2.7 1.0
O -1.052 1.148 0.029 3.0 -2.7 1.0
S 1.501 0.204 -0.601 0.6 0.8 -0.3
S 2.128 1.688 0.796 0.8 -0.1 -0.7
H 0.260 -0.242 1.170 -1.5 -0.4 -0.7
H -1.630 0.718 -0.578 -1.4 -0.4 -1.2
H 1.039 1.625 1.525 -0.7 0.1 0.4
```
Positions in Å, forces in eV/Å.

Computed properties:
Largest force on an atom in eV/A: 4.13
Charge: -1
SMILES string: O=C([O-])[C@H](O)SS
Relative energy (zero: lowest compared OMol25 entry of this formula, charge and spin) in kJ/mol: 111.8


3.
Density functional theory data (the ωB97M-V functional and the def2-TZVPD basis) for an isolated ion of composition C2H3O3Si and charge -1 in a non-equilibrium geometry.

Structure (XYZ):
```
9
Properties=species:S:1:pos:R:3:forces:R:3
O 2.186 1.330 0.321 2.0 0.0 1.1
C 1.102 1.099 -0.077 -2.7 1.4 -2.7
C 0.471 -0.185 -0.706 -2.0 1.2 3.4
O 0.828 -0.880 -1.584 2.0 -1.0 -2.6
Si -1.068 -0.591 0.412 0.8 -3.7 -1.3
O -2.217 0.398 0.360 -1.3 1.5 0.5
H 0.261 1.960 -0.111 1.2 -1.5 0.4
H -1.470 -2.175 -0.135 0.6 1.8 0.7
H -0.093 -0.956 1.520 -0.4 0.3 0.6
```
Positions in Å, forces in eV/Å.

Computed properties:
Largest force on an atom in eV/A: 4.09
Charge: -1
SMILES string: O=CC(=O)[SiH2][O-]
Relative energy (zero: lowest compared OMol25 entry of this formula, charge and spin) in kJ/mol: 44.1


4.
Density functional theory data (the ωB97M-V functional and the def2-TZVPD basis) for C2H3O3Tb as an isolated structure in a non-equilibrium geometry.

Structure (XYZ):
```
9
Properties=species:S:1:pos:R:3:forces:R:3
H 3.028 1.200 -0.233 -0.3 -1.2 -0.2
O 0.180 -1.512 -0.218 0.3 0.1 0.0
C -0.941 -1.052 -0.195 -0.7 -0.3 -0.1
C -1.202 0.395 0.137 0.4 0.8 0.2
O -0.311 1.216 0.414 -1.7 0.6 -0.6
O 1.053 1.244 -0.123 1.0 -1.9 1.0
Tb 2.256 -0.579 0.276 0.8 2.1 -0.4
H -1.839 -1.683 -0.292 0.2 0.0 -0.2
H -2.225 0.771 0.234 0.0 -0.2 0.3
```
Positions in Å, forces in eV/Å.

Computed properties:
Largest force on an atom in eV/A: 2.35
Charge: +2
Expectation value of S²: 12.733
Multiplicity: 7
Relative energy (zero: lowest compared OMol25 entry of this formula, charge and spin) in kJ/mol: 185.8


5.
Density functional theory data (the ωB97M-V functional and the def2-TZVPD basis) for one molecule with the formula C2H3OP in a non-equilibrium geometry.

Structure (XYZ):
```
7
Properties=species:S:1:pos:R:3:forces:R:3
C -0.116 -0.142 -0.274 -1.1 1.0 2.8
C 1.028 0.618 0.692 -3.2 -1.4 -0.9
O -1.528 0.141 -0.437 3.4 0.7 -0.5
P 1.116 -1.099 0.769 0.0 -0.7 0.5
H 0.245 -0.629 -1.089 0.7 -1.0 -3.0
H 1.192 1.435 0.084 1.2 2.1 -0.5
H -1.938 -0.325 0.256 -1.1 -0.7 1.6
```
Positions in Å, forces in eV/Å.

Computed properties:
Largest force on an atom in eV/A: 3.62
Charge: 0
Expectation value of S²: 2.009
Multiplicity: 3
Relative energy (zero: lowest compared OMol25 entry of this formula, charge and spin) in kJ/mol: 212.1


6.
Density functional theory data (the ωB97M-V functional and the def2-TZVPD basis) for a 2-piece molecular cluster, C2H3OP overall in a non-equilibrium geometry.

Structure (XYZ):
```
7
Properties=species:S:1:pos:R:3:forces:R:3
C -0.178 0.604 -0.112 0.2 2.1 0.3
C -0.541 -0.673 -0.330 2.9 -0.7 -0.6
O 0.644 -1.346 -0.764 -0.7 1.8 0.7
P 1.544 0.190 -0.550 -1.6 -0.9 -0.4
H -0.776 1.538 0.139 0.9 -1.6 -0.4
H -1.357 -1.295 -0.161 -1.5 -0.7 0.1
H 0.664 0.981 1.778 -0.2 0.1 0.3
```
Positions in Å, forces in eV/Å.

Computed properties:
Largest force on an atom in eV/A: 3.06
Charge: 0
Expectation value of S²: 2.026
Multiplicity: 3
Relative energy (zero: lowest compared OMol25 entry of this formula, charge and spin) in kJ/mol: 110.5


7.
Density functional theory data (the ωB97M-V functional and the def2-TZVPD basis) for a 2-piece molecular cluster, C2H3OPS overall in a non-equilibrium geometry.

Structure (XYZ):
```
8
Properties=species:S:1:pos:R:3:forces:R:3
C -1.587 0.862 0.213 1.3 -0.9 0.0
C -1.339 -0.022 -0.580 -2.2 1.4 -0.2
O 1.056 -2.084 -0.780 -0.6 -0.1 0.3
P 2.188 0.378 -0.032 -0.7 -0.7 0.7
S 0.865 -1.122 0.329 2.3 0.6 -0.6
H -1.243 1.398 1.029 -0.2 1.2 1.2
H -1.841 -0.418 -1.404 0.3 -1.4 -1.3
H 1.902 1.008 1.225 -0.2 -0.1 -0.2
```
Positions in Å, forces in eV/Å.

Computed properties:
Largest force on an atom in eV/A: 2.63
Charge: 0
Relative energy (zero: lowest compared OMol25 entry of this formula, charge and spin) in kJ/mol: 404.0


8.
Density functional theory data (the ωB97M-V functional and the def2-TZVPD basis) for one molecule with the formula C2H3OPS in a non-equilibrium geometry.

Structure (XYZ):
```
8
Properties=species:S:1:pos:R:3:forces:R:3
C -0.097 -0.672 -0.444 0.2 0.5 0.6
C -1.235 0.126 0.016 0.0 1.3 1.0
O 2.531 -1.507 0.144 -0.2 -0.7 0.8
P 1.501 -0.476 0.242 1.0 1.4 -1.8
S 1.912 1.414 -0.163 -0.8 -1.2 0.5
H -1.731 0.507 -0.862 -0.5 -0.1 -0.6
H -2.037 -0.518 0.547 1.5 1.1 -0.4
H -0.844 1.126 0.519 -1.1 -2.2 -0.1
```
Positions in Å, forces in eV/Å.

Computed properties:
Largest force on an atom in eV/A: 2.49
Charge: 0
Relative energy (zero: lowest compared OMol25 entry of this formula, charge and spin) in kJ/mol: 274.7